## w
Density functional theory data (the ωB97M-V functional and the def2-TZVPD basis) for the molecule C26H29N3O2.

Geometry as ORCA input:
```
! wB97M-V def2-TZVPD RIJCOSX def2/J DEFGRID3
* xyz 0 1
C 3.476 -1.229 6.419
C 2.124 -1.366 7.048
C 1.958 -1.145 8.409
C 0.720 -1.277 9.013
C -0.378 -1.637 8.254
C -0.226 -1.857 6.897
C 1.012 -1.727 6.282
C 1.142 -1.968 4.801
N 1.522 -0.745 4.104
C 1.928 -0.947 2.730
C 0.760 -1.218 1.771
C -0.243 -0.064 1.854
O -1.414 -0.326 1.092
C -1.415 -0.172 -0.253
C -2.623 -0.478 -0.889
C -2.749 -0.349 -2.251
C -1.672 0.071 -3.031
C -1.874 0.198 -4.500
O -2.950 0.486 -4.992
N -0.779 -0.064 -5.254
C -0.777 0.084 -6.694
C -0.084 1.357 -7.108
C -0.600 2.596 -6.737
C 0.083 3.737 -7.119
C 1.250 3.603 -7.856
C 1.680 2.324 -8.172
N 1.036 1.229 -7.805
C -0.478 0.391 -2.398
C -0.345 0.275 -1.025
C -0.684 0.118 3.305
C 0.545 0.319 4.203
H 3.415 -0.595 5.538
H 3.844 -2.205 6.104
H 4.187 -0.805 7.124
H 2.815 -0.865 9.005
H 0.615 -1.100 10.073
H -1.349 -1.744 8.714
H -1.086 -2.137 6.303
H 1.937 -2.699 4.623
H 0.200 -2.398 4.425
H 2.447 -0.037 2.408
H 2.641 -1.774 2.692
H 1.134 -1.335 0.752
H 0.251 -2.143 2.047
H 0.230 0.868 1.508
H -3.449 -0.809 -0.279
H -3.684 -0.572 -2.742
H 0.098 -0.280 -4.810
H -1.827 0.113 -7.001
H -0.274 -0.768 -7.156
H -1.516 2.648 -6.169
H -0.289 4.716 -6.850
H 1.811 4.467 -8.177
H 2.584 2.161 -8.744
H 0.362 0.769 -2.965
H 0.596 0.544 -0.573
H -1.349 0.979 3.384
H -1.243 -0.766 3.614
H 1.047 1.250 3.916
H 0.235 0.408 5.245
*
```

Calculated values
HOMO level in eV: -8.626
E_LUMO in Eh: 0.0237
SMILES: Cc1ccccc1CN1CCC(Oc2ccc(C(=O)NCc3ccccn3)cc2)CC1

Mulliken population analysis, charges in e, atoms 1 to 4:
1. C -1.382
2. C 0.913
3. C -0.731
4. C -0.574

=====

## x
Density functional theory data (the ωB97M-V functional and the def2-TZVPD basis) for the molecule C26H29N3O2.

Geometry as ORCA input:
```
! wB97M-V def2-TZVPD RIJCOSX def2/J DEFGRID3
* xyz 0 1
C -3.556 -3.259 0.561
O -3.151 -1.941 0.290
C -4.123 -0.980 0.145
C -5.484 -1.221 0.193
C -6.388 -0.179 0.048
C -5.951 1.118 -0.153
C -6.916 2.252 -0.324
C -4.583 1.360 -0.212
C -3.663 0.335 -0.063
N -2.281 0.552 -0.137
C -1.635 1.720 0.138
O -2.188 2.738 0.509
C -0.157 1.686 -0.069
C 0.629 2.479 0.763
C 1.986 2.591 0.547
C 2.596 1.935 -0.519
C 4.078 2.122 -0.766
N 4.979 1.138 -0.193
C 5.163 -0.104 -0.933
C 4.882 -1.327 -0.049
N 3.678 -1.129 0.718
C 2.444 -1.524 0.255
C 2.255 -2.065 -1.023
C 1.007 -2.477 -1.444
C -0.094 -2.366 -0.614
C 0.080 -1.852 0.661
C 1.324 -1.443 1.094
C 3.800 -0.051 1.680
C 4.897 0.945 1.235
C 1.807 1.147 -1.348
C 0.447 1.015 -1.125
H -4.142 -3.318 1.484
H -4.137 -3.681 -0.266
H -2.636 -3.831 0.684
H -5.859 -2.220 0.351
H -7.446 -0.393 0.096
H -7.921 1.955 -0.034
H -6.939 2.571 -1.366
H -6.610 3.104 0.279
H -4.224 2.364 -0.361
H -1.724 -0.286 -0.243
H 0.150 3.018 1.567
H 2.579 3.221 1.195
H 4.270 2.145 -1.841
H 4.376 3.093 -0.354
H 4.496 -0.123 -1.797
H 6.199 -0.146 -1.302
H 5.706 -1.475 0.658
H 4.805 -2.232 -0.650
H 3.081 -2.157 -1.711
H 0.894 -2.881 -2.440
H -1.069 -2.679 -0.953
H -0.763 -1.782 1.334
H 1.432 -1.074 2.102
H 4.055 -0.450 2.672
H 2.845 0.473 1.753
H 4.719 1.911 1.708
H 5.877 0.589 1.572
H 2.250 0.648 -2.197
H -0.146 0.419 -1.804
*
```

Calculated values
HOMO level in eV: -7.594
E_LUMO in Eh: 0.0272
SMILES: COc1ccc(C)cc1NC(=O)c1ccc(CN2CCN(c3ccccc3)CC2)cc1

Mulliken population analysis, charges in e, atoms 1 to 4:
1. C -1.133
2. O -0.272
3. C 0.799
4. C -0.632

=====

Stability summary - winner: w; margin: 0.0194 hartree.

=====

## w
Density functional theory data (the ωB97M-V functional and the def2-TZVPD basis) for a cluster of 2 separate species, CN2O2 in total.

Geometry as ORCA input:
```
! wB97M-V def2-TZVPD RIJCOSX def2/J DEFGRID3
* xyz 0 1
O -1.967 -0.872 1.104
C -1.167 -0.348 0.484
O -0.467 0.171 -0.226
N 2.156 0.751 -0.331
N 1.446 0.299 -1.031
*
```

Calculated values
HOMO level in eV: -12.900
E_LUMO in Eh: 0.0196
SMILES: O=C=O.N#N

Mulliken population analysis, charges in e, atoms 1 to 4:
1. O -0.343
2. C 0.600
3. O -0.279
4. N -0.084

=====

## x
Density functional theory data (the ωB97M-V functional and the def2-TZVPD basis) for a cluster of 2 separate species, CN2O2 in total.

Geometry as ORCA input:
```
! wB97M-V def2-TZVPD RIJCOSX def2/J DEFGRID3
* xyz 0 1
C -1.388 -0.263 0.123
N 0.712 1.356 0.226
N 1.001 0.313 0.322
O -1.424 -0.775 -0.892
O 1.496 -0.755 0.385
*
```

Calculated values
HOMO level in eV: -12.148
E_LUMO in Eh: 0.0305

Mulliken population analysis, charges in e, atoms 1 to 4:
1. C 0.156
2. N -0.296
3. N 0.787
4. O -0.144

=====

Stability summary - winner: w; margin: 0.1244 hartree.

=====

## w
Density functional theory data (the ωB97M-V functional and the def2-TZVPD basis) for the molecule C22H25N3O4.

Geometry as ORCA input:
```
! wB97M-V def2-TZVPD RIJCOSX def2/J DEFGRID3
* xyz 0 1
C 1.030 -6.441 -1.389
O 1.512 -5.208 -1.868
C 1.342 -4.130 -0.983
C -0.120 -3.666 -0.848
N -0.199 -2.443 -0.089
C -0.705 -2.397 1.150
O -1.169 -3.353 1.741
C -0.630 -1.018 1.832
C 0.816 -0.751 2.304
C 0.880 0.519 3.088
C 0.443 0.709 4.368
N 0.592 2.020 4.729
C 1.131 2.710 3.682
C 1.459 4.054 3.562
C 1.996 4.475 2.365
C 2.213 3.580 1.313
C 1.895 2.246 1.428
C 1.330 1.793 2.621
N -1.148 0.079 1.026
C -0.529 0.666 -0.018
O 0.397 0.198 -0.651
O -1.106 1.849 -0.289
C -0.620 2.555 -1.439
C -1.359 2.132 -2.681
C -2.529 2.779 -3.057
C -3.228 2.364 -4.177
C -2.767 1.295 -4.926
C -1.605 0.642 -4.553
C -0.903 1.058 -3.435
H -0.063 -6.462 -1.338
H 1.370 -7.195 -2.096
H 1.436 -6.663 -0.395
H 1.735 -4.381 0.014
H 1.939 -3.315 -1.403
H -0.539 -3.511 -1.847
H -0.713 -4.413 -0.315
H 0.203 -1.599 -0.488
H -1.275 -1.086 2.712
H 1.128 -1.598 2.918
H 1.472 -0.686 1.437
H 0.037 -0.007 5.057
H 0.361 2.408 5.628
H 1.301 4.742 4.380
H 2.261 5.514 2.235
H 2.646 3.950 0.395
H 2.081 1.563 0.613
H -1.876 0.639 1.441
H -0.793 3.609 -1.212
H 0.452 2.364 -1.542
H -2.891 3.610 -2.469
H -4.135 2.875 -4.465
H -3.313 0.972 -5.800
H -1.242 -0.193 -5.134
H 0.001 0.547 -3.138
*
```

Calculated values
HOMO level in eV: -8.023
E_LUMO in Eh: 0.0248
SMILES: COCCNC(=O)[C@@H](Cc1c[nH]c2ccccc12)NC(=O)OCc1ccccc1

Mulliken population analysis, charges in e, atoms 1 to 4:
1. C -0.682
2. O -0.392
3. C -0.324
4. C -0.908

=====

## x
Density functional theory data (the ωB97M-V functional and the def2-TZVPD basis) for the molecule C22H25N3O4.

Geometry as ORCA input:
```
! wB97M-V def2-TZVPD RIJCOSX def2/J DEFGRID3
* xyz 0 1
C -3.388 -2.584 -5.762
O -3.562 -2.252 -4.408
C -2.469 -2.278 -3.578
C -1.188 -2.592 -4.013
C -0.100 -2.557 -3.157
C -0.272 -2.228 -1.825
C 0.887 -2.098 -0.871
N 0.904 -0.763 -0.306
C 0.459 -0.515 0.939
O 0.265 -1.367 1.784
C 0.168 0.980 1.170
C 0.174 1.324 2.660
C 1.565 1.246 3.196
C 2.127 0.198 3.864
N 3.433 0.476 4.161
C 3.745 1.714 3.681
C 4.933 2.432 3.732
C 4.951 3.680 3.148
C 3.816 4.207 2.527
C 2.634 3.502 2.474
C 2.586 2.236 3.057
N -1.132 1.263 0.580
C -1.304 1.461 -0.745
C -2.741 1.655 -1.161
O -0.367 1.486 -1.525
C -1.553 -1.946 -1.376
C -2.654 -1.956 -2.220
O -3.830 -1.590 -1.619
C -5.070 -1.949 -2.188
H -2.707 -1.890 -6.264
H -4.378 -2.502 -6.209
H -3.022 -3.609 -5.884
H -1.020 -2.847 -5.047
H 0.882 -2.786 -3.540
H 1.832 -2.288 -1.386
H 0.785 -2.794 -0.033
H 0.866 0.001 -0.975
H 0.910 1.581 0.633
H -0.457 0.605 3.186
H -0.227 2.331 2.798
H 1.679 -0.736 4.140
H 4.063 -0.140 4.647
H 5.811 2.023 4.212
H 5.859 4.265 3.169
H 3.874 5.189 2.080
H 1.763 3.919 1.991
H -1.937 1.110 1.168
H -3.243 0.688 -1.156
H -2.772 2.059 -2.168
H -3.258 2.326 -0.479
H -1.722 -1.702 -0.338
H -5.809 -1.748 -1.412
H -5.299 -1.353 -3.073
H -5.099 -3.009 -2.449
*
```

Calculated values
HOMO level in eV: -7.753
E_LUMO in Eh: 0.0273
SMILES: COc1ccc(CNC(=O)[C@H](Cc2c[nH]c3ccccc23)NC(C)=O)cc1OC

Mulliken population analysis, charges in e, atoms 1 to 4:
1. C -1.000
2. O -0.401
3. C 0.958
4. C -0.304

=====

Stability summary - winner: w; margin: 0.0142 hartree.

=====

## w
Density functional theory data (the ωB97M-V functional and the def2-TZVPD basis) for a cluster of 2 separate species, C2H4N4O in total.

Geometry as ORCA input:
```
! wB97M-V def2-TZVPD RIJCOSX def2/J DEFGRID3
* xyz 0 1
C -0.556 1.222 -0.261
C 1.170 -0.228 0.030
H -2.014 0.145 1.395
H -1.364 1.835 0.103
H 2.854 0.376 -0.072
H 0.164 -1.488 -0.841
N -1.074 -0.184 -0.408
N 0.660 1.187 0.114
N 2.381 -0.480 0.203
N 0.028 -0.905 -0.108
O -2.160 -0.518 0.274
*
```

Calculated values
HOMO level in eV: -9.421
E_LUMO in Eh: -0.0180

Mulliken population analysis, charges in e, atoms 1 to 4:
1. C -0.213
2. C 0.494
3. H 0.310
4. H 0.454

=====

## x
Density functional theory data (the ωB97M-V functional and the def2-TZVPD basis) for the molecule C2H4N4O.

Geometry as ORCA input:
```
! wB97M-V def2-TZVPD RIJCOSX def2/J DEFGRID3
* xyz 0 1
N -2.079 -0.245 -0.004
N -0.782 0.084 -0.090
C 0.333 -0.706 -0.068
C 1.329 0.253 -0.076
O 2.666 -0.009 0.056
N 0.849 1.488 0.007
N -0.482 1.420 -0.004
H -2.473 0.013 0.952
H -2.475 0.446 -0.699
H 0.318 -1.822 0.175
H 2.796 -0.923 -0.249
*
```

Calculated values
HOMO level in eV: -9.134
E_LUMO in Eh: 0.0248
SMILES: Nn1cc(O)nn1

Mulliken population analysis, charges in e, atoms 1 to 4:
1. N -0.873
2. N 0.725
3. C 0.005
4. C 0.241

=====

Stability summary - winner: x; margin: 0.1135 hartree.

=====

## w
Density functional theory data (the ωB97M-V functional and the def2-TZVPD basis) for the ion C4H9NO with charge +1.

Geometry as ORCA input:
```
! wB97M-V def2-TZVPD RIJCOSX def2/J DEFGRID3
* xyz 1 2
C -1.105 0.658 1.255
C -0.439 -0.028 0.018
C 1.121 0.104 0.017
C 1.616 0.050 -1.580
O 0.799 -0.098 -2.558
N -1.225 -1.343 -0.197
H -1.330 -0.112 1.968
H -0.398 1.444 1.714
H -2.074 1.303 1.059
H -0.692 0.515 -0.863
H 1.357 1.100 0.478
H 1.696 -0.771 0.394
H 2.601 0.754 -1.829
H -0.549 -1.969 -0.637
H -1.377 -1.609 0.759
*
```

Calculated values
HOMO level (spin up / spin down) in eV: -15.171 / -14.492
E_LUMO (spin up / spin down) in Eh: -0.1646 / -0.3552

Mulliken population analysis, charges in e, atoms 1 to 4:
1. C -1.066
2. C 0.042
3. C -0.660
4. C 0.146

=====

## x
Density functional theory data (the ωB97M-V functional and the def2-TZVPD basis) for a cluster of 2 separate species, C4H9NO in total.

Geometry as ORCA input:
```
! wB97M-V def2-TZVPD RIJCOSX def2/J DEFGRID3
* xyz 1 2
C -0.678 -1.448 -0.222
C -1.841 -1.457 0.550
N -2.740 -2.400 0.462
H -0.617 -2.105 -1.080
H 0.040 -0.643 -0.191
H -1.981 -0.735 1.343
H -2.662 -3.134 -0.232
H -3.613 -2.253 0.960
C 2.295 1.498 0.602
C 1.978 2.434 -0.295
O 2.052 2.229 -1.649
H 2.678 1.844 1.555
H 2.378 0.472 0.256
H 1.528 3.381 -0.006
H 1.181 2.319 -2.052
*
```

Calculated values
HOMO level (spin up / spin down) in eV: -12.028 / -12.028
E_LUMO (spin up / spin down) in Eh: -0.1553 / -0.2863

Mulliken population analysis, charges in e, atoms 1 to 4:
1. C -0.740
2. C 0.491
3. N -0.247
4. H 0.283

=====

Stability summary - winner: x; margin: 0.0729 hartree.

=====

## w
Density functional theory data (the ωB97M-V functional and the def2-TZVPD basis) for a cluster of 2 separate species, C3H4NO in total.

Geometry as ORCA input:
```
! wB97M-V def2-TZVPD RIJCOSX def2/J DEFGRID3
* xyz -1 1
C 0.252 -0.398 -0.588
C 1.321 0.313 -0.835
C -1.089 -0.601 -0.123
N -0.321 -1.636 -0.628
O -1.163 0.463 1.834
H 2.236 -0.095 -1.343
H 1.200 1.438 -0.653
H -0.363 0.730 2.365
H -2.073 -0.212 -0.028
*
```

Calculated values
HOMO level (spin up / spin down) in eV: -3.378 / -3.379
E_LUMO (spin up / spin down) in Eh: 0.1686 / 0.1686

Mulliken population analysis, charges in e, atoms 1 to 4:
1. C 0.274
2. C -0.743
3. C 0.202
4. N -0.691

=====

## x
Density functional theory data (the ωB97M-V functional and the def2-TZVPD basis) for the ion C3H4NO with charge -1.

Geometry as ORCA input:
```
! wB97M-V def2-TZVPD RIJCOSX def2/J DEFGRID3
* xyz -1 1
C -0.876 0.111 -0.669
C -1.675 0.552 0.248
C 0.731 -0.425 -0.138
N 1.953 0.266 0.160
O 2.735 0.492 -0.838
H -1.678 0.302 1.291
H -2.609 0.832 -0.103
H 0.572 -0.903 0.897
H 0.847 -1.227 -0.848
*
```

Calculated values
HOMO level (spin up / spin down) in eV: -2.415 / -2.412
E_LUMO (spin up / spin down) in Eh: 0.1574 / 0.1573

Mulliken population analysis, charges in e, atoms 1 to 4:
1. C -0.460
2. C -0.749
3. C -0.262
4. N -0.234

=====

Stability summary - winner: w; margin: 0.0701 hartree.